Computed, not measured: a molecular structure, C34H40As2BN4O9S3Y, with the ωB97M-V functional and the def2-TZVPD basis.

Geometry as XYZ:
```
94
Properties=species:S:1:pos:R:3:forces:R:3
Y -0.0649 0.8088 -0.0012 -0.2651 0.4062 -0.7352
C 4.1395 1.6565 0.6797 -0.0778 0.0299 0.1672
N 3.2667 2.0588 1.7773 0.3311 -0.0412 -0.1706
C 3.5794 1.9832 3.1197 0.0297 -0.0601 -0.1425
C 2.5646 2.5776 3.7801 -0.2201 0.1145 -0.0844
N 1.6471 3.0344 2.8512 -0.1830 0.0258 0.2337
B 0.4559 3.9526 3.3849 0.0111 0.0719 0.0542
N -0.7009 4.1305 2.3466 0.2664 0.0869 0.1513
C -1.1628 5.3589 1.9192 0.1793 -0.1533 0.1334
C -2.2838 5.1566 1.1972 -0.1109 -0.1966 -0.0665
N -2.4972 3.7880 1.1777 -0.2408 0.0309 -0.2595
C -3.6597 3.1326 0.5853 0.1175 0.0947 0.1366
C -1.5153 3.1874 1.8796 -0.1048 0.1134 0.0603
S -1.3845 1.4776 2.1423 -0.4115 0.2167 0.4438
C 2.0800 2.6978 1.6407 0.1439 0.0025 -0.0399
S 1.3630 2.9962 0.0766 0.2655 0.4323 -0.0821
H 5.0394 1.2179 1.1020 0.0020 -0.0008 0.0163
H 4.4071 2.5196 0.0756 0.0066 0.0403 -0.0046
H 3.6446 0.9310 0.0376 -0.0642 -0.0658 -0.0446
H 4.4899 1.5322 3.4764 -0.0294 0.0252 -0.0377
H 2.4136 2.7317 4.8349 -0.0159 0.0084 -0.0618
H 0.9139 5.0521 3.5946 -0.0698 -0.1804 -0.0321
H 0.0299 3.4065 4.3749 0.0562 0.0639 -0.1466
H -0.6585 6.2709 2.1868 0.0027 -0.0585 0.0014
H -2.9560 5.8470 0.7179 0.0061 -0.0461 0.0132
H -4.2063 3.8734 0.0088 -0.0062 0.0010 -0.0190
H -4.3044 2.7339 1.3657 -0.0028 -0.0021 0.0290
H -3.3479 2.3231 -0.0684 0.0500 -0.0327 -0.0214
O -1.5099 1.1255 -1.5668 -0.0890 -0.0292 -0.3823
S -2.2150 0.9839 -2.9271 -0.1032 0.1205 0.1537
C -2.8329 2.6138 -3.2502 0.0558 0.0233 0.0689
C -3.8356 2.7269 -4.2013 -0.0402 0.0623 0.0185
C -4.2975 3.9947 -4.5252 -0.0207 0.0115 -0.0025
C -3.7644 5.1105 -3.8932 0.0235 -0.0163 0.0205
C -2.7690 4.9712 -2.9306 -0.0169 -0.0143 0.0049
C -2.2905 3.7125 -2.5974 -0.0771 0.0899 -0.1281
C -0.9073 0.8848 -4.1131 -0.0003 0.0073 -0.0053
C -1.1714 0.1588 -5.2648 0.0797 -0.0531 -0.0437
C -0.1858 0.0831 -6.2414 0.0233 -0.0147 -0.0066
C 1.0352 0.7137 -6.0431 -0.0154 0.0113 0.0307
C 1.2814 1.4329 -4.8749 0.0135 -0.0196 -0.0384
C 0.3028 1.5311 -3.9007 0.0500 -0.0253 -0.1184
H -4.2561 1.8494 -4.6807 0.0310 0.0260 0.0277
H -5.0798 4.1081 -5.2640 0.0237 0.0059 0.0174
H -4.1297 6.0966 -4.1496 0.0122 -0.0255 0.0108
H -2.3590 5.8457 -2.4409 -0.0136 -0.0199 -0.0196
H -1.5199 3.5966 -1.8460 0.0089 -0.0115 -0.0017
H -2.1226 -0.3451 -5.3999 0.0401 0.0314 0.0195
H -0.3710 -0.4747 -7.1502 0.0083 0.0260 0.0198
H 1.8012 0.6512 -6.8055 -0.0176 -0.0002 0.0223
H 2.2331 1.9284 -4.7307 -0.0254 -0.0185 -0.0165
H 0.4857 2.1071 -3.0024 -0.0203 0.0202 0.0298
C 1.1189 -2.2366 -3.4188 0.0011 -0.0755 0.1590
O 0.9958 -2.6938 -2.0418 0.1307 0.1227 -0.2926
C 1.2318 -1.8429 -1.0930 0.1686 -0.0154 0.2934
O 1.3508 -0.6192 -1.2915 -0.2693 -0.1838 -0.0464
C 1.2418 -2.3800 0.2907 -0.0560 0.5099 -0.1135
C 1.0571 -3.6633 0.5876 -0.0800 -0.3507 0.1161
As 0.1548 -4.4616 2.2316 -0.0167 0.0728 -0.1022
C 1.6477 -5.5814 2.8086 0.0269 -0.0029 0.0437
C 0.4552 -2.8478 3.3150 0.0779 -0.2291 -0.1059
C 0.1043 -1.7869 2.5677 -0.1270 0.1468 -0.1674
As 1.5594 -0.8594 1.6304 -0.2019 -0.9343 0.1530
C 3.2820 -1.6405 1.9763 0.1914 0.2026 0.3895
C -1.1431 -1.7002 1.7356 0.4237 -0.0993 0.0172
O -1.1936 -1.1426 0.6254 0.1689 -0.0255 0.2962
O -2.1984 -2.1512 2.3306 -0.2607 -0.1585 0.0743
C -3.4729 -1.9821 1.6445 0.1105 -0.0055 0.1213
C 1.4467 -2.5979 4.4440 -0.5032 -0.2596 0.1563
O 2.0962 -1.5931 4.5018 0.3366 0.2683 -0.2521
O 1.4848 -3.4698 5.4469 -0.0138 -0.1167 -0.1124
C 0.4534 -4.4385 5.7294 0.1608 0.1382 -0.0827
C 1.3421 -4.7519 -0.4235 -0.1374 0.1191 0.1380
O 2.3981 -4.8547 -0.9786 0.1223 -0.0865 0.0316
O 0.3232 -5.6036 -0.5059 0.0543 -0.1116 -0.0006
C 0.5211 -6.7588 -1.3622 -0.1085 0.0894 0.0470
H 0.7634 -3.0633 -4.0210 -0.0036 -0.0226 -0.0140
H 2.1649 -2.0297 -3.6261 0.0332 0.0017 0.0020
H 0.5206 -1.3468 -3.5723 -0.0727 0.0822 -0.0163
H 1.9763 -6.1555 1.9426 -0.0076 -0.0024 -0.0002
H 1.2909 -6.2734 3.5648 0.0244 -0.0477 0.0380
H 2.4832 -5.0003 3.1921 0.0151 -0.0150 0.0163
H 3.1548 -2.6762 2.2675 0.0804 -0.0865 0.0285
H 3.8115 -1.0859 2.7409 0.0826 0.0022 0.0606
H 3.7970 -1.5898 1.0173 0.0553 -0.0067 -0.0222
H -4.1909 -2.5155 2.2543 -0.0112 -0.0024 0.0281
H -3.4134 -2.4047 0.6465 0.0191 -0.0268 -0.0311
H -3.7027 -0.9211 1.6031 -0.0044 0.0347 -0.0191
H 0.9152 -5.4199 5.7444 0.0075 -0.0471 0.0145
H -0.3560 -4.4023 5.0064 -0.0690 -0.0005 -0.0499
H 0.0584 -4.2029 6.7122 0.0105 0.0207 0.0552
H -0.1554 -7.5176 -0.9868 -0.0233 -0.0195 -0.0078
H 1.5522 -7.0923 -1.3198 0.0470 0.0042 0.0352
H 0.2581 -6.4883 -2.3808 0.0214 0.0024 -0.0513
```
Forces are in eV/Å.

Output
Net charge ... +2
Frontier orbital gap ... 6.727 eV
Largest force on an atom ... 0.97 eV/A

Quick look at the Löwdin charges, all values in e: 0.971, -0.033, -0.145, -0.037, -0.031, 0.010, -0.398, -0.019, -0.029, -0.024, -0.102, -0.013, -0.704, 0.684, -0.714, 0.618, 0.101, 0.097, 0.059, 0.132, 0.136, 0.086, 0.082, 0.132, 0.129, 0.097, 0.101, 0.058, -0.661, 1.134, -0.384, -0.068, -0.045, -0.042, -0.049, -0.076, -0.406, -0.081, -0.050, -0.042, -0.041, -0.070, 0.119, 0.121, 0.120, 0.117, 0.099, 0.119, 0.120, 0.120, 0.121, 0.098, 0.053, 0.017, -0.487, -0.079, -0.244, -0.212, 1.371, -0.256, -0.295, -0.307, 1.339, -0.225, -0.600, -0.125, 0.001, 0.038, -0.513, 0.100, -0.002, -0.023, -0.572, 0.150, -0.072, 0.010, 0.111, 0.118, 0.069, 0.039, 0.028, 0.043, 0.039, 0.034, 0.055, 0.108, 0.105, 0.095, 0.093, 0.067, 0.107, 0.101, 0.099, 0.101



Computed, not measured: 6 unconnected molecules or ions with the total composition C34H40Br2F8N2O19P, with the ωB97M-V functional and the def2-TZVPD basis.

Geometry as XYZ:
```
106
Properties=species:S:1:pos:R:3:forces:R:3
C 3.8457 -2.3385 3.8610 -0.8752 0.1561 -0.9177
C 3.7154 -1.1935 2.7018 -0.0946 -0.8211 1.2794
C 2.5573 -1.6660 1.7019 1.5687 -0.9824 0.4244
O 2.2443 -0.7344 0.6399 -1.0369 0.2085 1.3154
C 1.4480 0.3760 1.0985 -0.3908 0.7134 0.0428
C -0.0632 -0.0034 1.4771 -0.9986 0.3974 0.1723
C -1.2255 0.0726 0.3785 -1.6408 -2.5917 -0.4707
C -1.3383 -1.1081 -0.7013 1.3681 -3.5687 -2.0180
C -0.4234 -2.3904 -0.6069 -4.1416 1.0782 -3.8511
C -0.7493 -3.4003 -1.7505 -0.3024 1.3722 0.5545
C -1.7917 -3.1988 -2.8623 1.2014 2.0846 3.2197
N -2.5963 -2.0300 -2.8913 2.9285 -0.8497 2.8818
C -2.3515 -1.0948 -1.8599 0.9832 0.0515 0.9539
C -2.4449 -0.3119 1.4038 -0.3116 0.9890 1.3700
C -3.7788 -1.1319 1.1373 0.0650 -0.3009 0.4245
C -4.4093 -1.7133 2.5051 0.6340 1.0894 -0.4815
C -5.3269 -3.0074 2.2745 -0.2687 0.8333 0.3724
F -5.7960 -3.1543 0.9308 0.9998 0.3483 2.9639
Br -4.2546 -4.6023 2.8698 -0.6385 1.0166 -0.8407
C -6.5877 -2.8968 3.2964 -0.8510 0.0708 0.0727
F -7.5339 -1.9150 2.8500 2.5675 -1.7303 1.1165
F -6.1195 -2.5605 4.5956 -1.0213 -0.3728 -3.0039
Br -7.5686 -4.6168 3.3726 0.4081 1.2504 0.0778
N -2.1338 0.1607 2.6282 0.4150 -0.8171 -2.1574
C -0.8124 0.9049 2.6038 -0.0294 0.0916 -0.9584
C -1.2784 2.3904 2.2047 0.9352 1.5470 0.7364
C -0.2024 3.2155 1.3725 1.0402 1.7518 -4.1558
O -0.3445 3.3966 0.1272 0.0650 -1.1597 4.5596
O 0.9515 3.8265 1.9518 -2.3079 -1.4333 -0.4043
P -0.0291 0.9655 4.3478 -3.3726 0.2890 2.7162
O -1.1902 1.0597 5.3860 2.4199 -0.5253 -2.7035
H 4.2364 -1.9131 4.8464 -0.3742 -0.7386 -1.5252
H 2.7849 -2.7660 4.0309 1.6741 0.5700 0.0186
H 4.4823 -3.1878 3.4435 -0.7343 1.1282 0.9072
H 4.7503 -1.1197 2.2278 -1.6574 0.2413 0.2902
H 3.4543 -0.2289 3.2562 0.3711 -1.0730 -1.0741
H 2.9440 -2.6291 1.1900 -0.7264 1.5787 0.6469
H 1.6617 -1.9913 2.3374 0.8966 0.6795 -0.9308
H 1.9533 0.8809 2.0015 -0.7093 -0.6580 -1.2372
H 1.4078 1.1420 0.2514 0.2208 -1.0843 1.1492
H -0.2063 -1.0497 1.9255 0.8860 1.3263 -0.6543
H -1.3380 1.0604 -0.1820 -0.0334 -1.0298 1.1556
H 0.3627 -2.5510 0.1962 -1.1406 0.1368 -1.3824
H -0.1453 -4.3783 -1.7684 -1.0411 1.7007 -0.0096
H -1.9220 -3.9963 -3.6635 0.1090 1.3474 1.2338
H -3.0255 -0.1567 -1.8889 1.1602 -1.6514 -0.0880
H -3.6234 -2.0352 0.4437 0.1914 1.7406 0.7612
H -4.5336 -0.4203 0.6454 1.1157 -0.9424 0.3700
H -5.0006 -0.8581 2.9864 0.5676 -1.4313 -0.5433
H -3.5331 -1.9747 3.1950 -1.5536 0.0987 -0.8481
H -2.6507 0.0818 3.5176 0.0969 -0.0623 -0.5363
H -1.4834 2.9682 3.1818 0.3092 -0.8712 -1.3511
H -2.2622 2.4388 1.6132 1.7778 -0.3028 0.6693
H 1.4325 4.2738 1.2078 -0.8085 -0.6675 0.5406
H 0.7686 -0.2298 4.5402 -0.1409 0.8833 -0.5269
H 0.7475 2.1755 4.4505 0.0835 -0.9325 -0.6658
C 4.7532 6.0328 1.0440 0.1340 0.8529 -0.6528
C 5.3356 5.5200 2.3220 0.0527 0.5071 0.7615
O 4.6044 4.3311 2.5549 0.0987 -0.2559 -0.8429
C 4.2533 3.8740 1.3228 -0.3422 -1.2011 -0.3149
O 3.8632 2.7582 1.1035 0.1284 1.0427 0.1555
O 4.4051 4.8316 0.3664 -0.1447 -0.6993 0.5382
F 5.1006 6.3772 3.3414 0.1099 -0.0796 0.0595
H 3.8537 6.6346 1.2018 0.1092 -0.0545 0.2247
H 5.4688 6.6177 0.4648 -0.0974 -0.2300 -0.0916
H 6.4036 5.2902 2.2700 -0.0693 0.0513 0.1552
C 4.4384 1.3874 -2.1588 -0.4692 0.9138 0.3721
C 4.0670 -0.0282 -2.4632 -0.4384 -0.2522 -0.5354
O 5.2768 -0.5829 -2.9398 0.2366 0.3312 0.6739
C 6.2661 0.1167 -2.3179 1.3764 -0.1759 0.0044
O 7.4080 -0.2385 -2.2628 -0.9889 0.3373 -0.0522
O 5.7963 1.2669 -1.7592 0.2189 -0.6889 -0.2246
F 3.1453 -0.0874 -3.4541 -0.1376 -0.1453 0.0185
H 4.3748 2.0385 -3.0353 -0.0734 -0.2502 -0.0810
H 3.8304 1.8141 -1.3594 0.2840 -0.0285 0.0812
H 3.7166 -0.5978 -1.5971 -0.1141 -0.0086 -0.1396
C -6.3931 1.4322 -4.4724 -0.9658 0.1345 -0.3402
C -5.1671 0.6193 -4.7420 0.3688 -0.1483 -0.7854
O -4.2188 1.1591 -3.8426 -0.6118 -0.0626 0.6159
C -4.9415 1.6195 -2.7858 0.2575 0.4634 1.1615
O -4.4695 1.8955 -1.7184 -0.2802 -0.2312 -0.7950
O -6.2671 1.7210 -3.0856 0.7888 -0.0899 0.2262
F -4.7229 0.8139 -6.0050 0.0711 -0.1254 -0.0049
H -6.4124 2.3681 -5.0377 0.2096 -0.1387 -0.0645
H -7.3117 0.8802 -4.6770 0.0611 0.0511 0.2358
H -5.2856 -0.4513 -4.5518 0.1360 0.0458 -0.1111
C -9.5192 1.0499 -0.8105 -0.4177 0.8869 0.3684
C -9.8707 -0.3716 -1.1124 -0.6005 -0.2186 -0.5551
O -8.6576 -0.9054 -1.6050 0.3533 0.3403 0.6152
C -7.6729 -0.1908 -0.9953 1.1597 0.0212 0.0535
O -6.5238 -0.5256 -0.9569 -0.6695 0.1791 -0.0006
O -8.1538 0.9498 -0.4291 0.2975 -0.7769 -0.2274
F -10.8027 -0.4450 -2.0907 -0.0533 -0.1452 0.0421
H -9.6051 1.7007 -1.6851 -0.0674 -0.2319 -0.0579
H -10.1233 1.4660 -0.0031 0.2488 -0.0312 0.0252
H -10.1999 -0.9483 -0.2433 -0.0771 -0.0506 -0.1613
C 10.0326 -1.7248 -3.1053 -0.3856 0.8946 0.5175
C 9.6646 -3.1412 -3.4112 -0.3207 -0.1480 -0.6046
O 10.8744 -3.6937 -3.8882 0.0275 0.2887 0.6387
C 11.8645 -2.9927 -3.2655 1.7203 -0.1777 0.0785
O 13.0054 -3.3458 -3.2111 -1.0238 0.3277 -0.0957
O 11.3917 -1.8432 -2.7057 0.1562 -0.7029 -0.2748
F 8.7427 -3.2019 -4.4025 -0.1584 -0.1832 0.0059
H 9.9672 -1.0734 -3.9812 -0.1107 -0.2391 -0.0618
H 9.4246 -1.3002 -2.3072 0.2621 -0.0289 -0.0537
H 9.3156 -3.7123 -2.5459 -0.1070 -0.0417 -0.1607
```
Forces are in eV/Å.

Output
Net charge ... +1
Frontier orbital gap ... 7.656 eV
Largest force on an atom ... 5.76 eV/A

Here are the Löwdin charges for atoms 1 to 99, given in e: -0.116, -0.207, -0.233, -0.178, -0.139, -0.162, -0.101, -0.108, 0.044, -0.031, -0.093, 0.031, -0.078, -0.014, -0.055, -0.174, -0.697, -0.027, 0.743, -0.772, -0.022, -0.014, 0.766, 0.120, -0.410, -0.039, -0.367, 0.049, 0.037, 0.832, -0.471, 0.081, 0.070, 0.082, 0.120, 0.096, 0.151, 0.105, 0.120, 0.146, 0.142, 0.165, 0.085, 0.096, 0.113, 0.104, 0.140, 0.143, 0.138, 0.100, 0.163, 0.142, 0.155, 0.127, 0.038, 0.053, -0.057, -0.316, 0.145, -0.533, 0.141, 0.076, 0.089, 0.150, 0.150, 0.182, -0.064, -0.320, 0.149, -0.513, 0.162, 0.082, 0.081, 0.152, 0.123, 0.163, -0.054, -0.316, 0.131, -0.541, 0.138, 0.063, 0.087, 0.151, 0.147, 0.179, -0.059, -0.319, 0.146, -0.532, 0.145, 0.078, 0.085, 0.150, 0.147, 0.179, -0.077, -0.324, 0.138